No. 1
Molecular formula: C16H34CdO18
Method: DFT, ωB97M-V/def2-TZVPD

Each line ends with the Löwdin charge.
Atoms and positions in Å:
Cd  -3.51  -1.91  0.24  1.433
O  -2.00  4.51  -2.33  0.037
O  3.85  4.26  -0.29  0.072
O  -2.29  -0.34  -0.60  -0.473
O  -4.20  4.92  -2.43  0.066
O  -0.15  0.59  2.96  0.083
O  2.91  3.92  1.79  0.154
O  -1.43  0.26  4.80  0.130
O  3.48  2.25  0.50  0.110
O  -1.11  -2.99  -3.10  -0.049
O  3.56  -1.96  1.97  0.122
O  5.13  -1.58  0.55  0.058
O  -4.36  -0.80  -3.40  -0.044
O  -2.81  6.75  -2.51  0.088
O  -1.98  -1.99  1.83  -0.112
O  -2.74  -3.76  -0.63  -0.461
O  -3.08  1.94  0.67  -0.065
O  0.29  1.70  4.68  0.079
O  4.97  -0.30  2.43  0.128
C  1.06  1.21  2.60  -0.146
C  1.56  1.69  3.90  -0.066
C  4.42  -2.69  0.05  -0.143
C  -0.99  -0.17  -1.28  -0.344
C  0.21  -0.89  -0.67  -0.096
C  3.41  3.47  0.79  -0.562
C  3.20  -2.79  0.89  -0.106
C  -2.65  3.29  -2.41  -0.177
C  4.26  3.39  -1.30  -0.142
C  -3.00  5.52  -2.28  -0.412
C  -4.12  3.56  -2.10  -0.117
C  -2.66  -5.75  0.81  -0.107
C  -1.90  -4.76  -0.04  -0.433
C  -0.53  0.78  4.17  -0.616
C  3.88  2.04  -0.78  -0.141
C  4.58  -1.25  1.77  -0.589
H  -1.78  -2.14  2.76  0.075
H  5.10  -3.55  0.02  0.138
H  -2.07  -6.64  0.96  0.070
H  0.13  -1.98  -0.66  0.056
H  -1.25  -2.05  -3.13  -0.010
H  -4.68  2.94  -2.80  0.133
H  2.29  -2.56  0.34  0.115
H  4.13  -2.46  -0.97  0.134
H  -2.13  2.56  -1.78  0.096
H  -1.66  -5.34  -0.93  0.104
H  -0.99  -0.44  -2.34  0.073
H  3.61  3.63  -2.15  0.134
H  -3.58  -6.07  0.32  0.078
H  -4.42  3.32  -1.08  0.119
H  5.31  3.41  -1.60  0.136
H  -2.82  -5.29  1.79  0.060
H  1.96  2.70  3.85  0.123
H  3.09  -3.85  1.11  0.140
H  -4.65  -0.91  -2.49  -0.001
H  -0.72  0.88  -1.36  0.087
H  -3.45  -0.51  -3.33  0.011
H  0.34  -0.58  0.37  0.050
H  -2.22  2.35  0.58  0.027
H  4.83  1.52  -0.70  0.133
H  1.15  -0.66  -1.17  0.074
H  3.26  1.36  -1.37  0.137
H  -1.02  -4.31  0.41  0.083
H  -1.13  -1.96  1.40  0.026
H  0.91  2.02  1.89  0.126
H  1.75  0.64  1.98  0.117
H  2.43  1.12  4.25  0.136
H  -1.46  -3.26  -2.25  -0.019
H  -2.98  1.08  0.26  -0.047
H  -2.51  2.93  -3.43  0.131

**Net charge**: 0
**HOMO**: -0.354 Ha
**F_max**: 6.0 eV Å⁻¹
**Spin multiplicity**: 1
**LUMO**: -2.518 eV
**E**: -2151.95703 hartree



No. 2
Molecular formula: CH2BrCl
Method: DFT, ωB97M-V/def2-TZVPD

Each line ends with the Löwdin charge.
Atoms and positions in Å:
Br  -1.56  0.31  -0.77  0.617
Cl  1.41  0.69  -0.69  0.489
C  0.04  -0.06  0.13  -1.121
H  -0.06  -1.20  0.26  0.051
H  0.16  0.27  1.08  -0.036

**Net charge**: 0
**Energy relative to the best compared isomer or geometry (same formula, charge and spin)**: 6.36 kcal per mole
**HOMO**: -0.386 Ha
**F_max**: 3.2 eV Å⁻¹
**Spin multiplicity**: 1
**LUMO**: 0.788 eV
**E**: -3073.48392 hartree



No. 3
Molecular formula: C32H47N6O4P
Method: DFT, ωB97M-V/def2-TZVPD

Each line ends with the Löwdin charge.
Atoms and positions in Å:
P  -1.40  3.97  1.53  0.871
O  -4.00  2.18  4.55  0.124
O  0.91  2.51  1.10  -0.225
O  -3.10  4.99  4.82  0.152
O  -4.31  3.98  3.20  0.047
N  -5.74  -1.26  4.76  0.006
N  -10.75  -0.24  4.72  -0.001
N  5.10  1.01  -9.06  0.005
N  5.52  -0.91  0.13  -0.001
N  3.56  -1.79  -4.20  0.011
N  7.86  -4.12  -0.20  -0.002
C  -5.22  -2.47  4.40  -0.143
C  6.66  1.63  -10.49  -0.114
C  5.53  -0.66  -1.22  -0.146
C  6.60  -4.53  -0.55  -0.153
C  2.86  -0.27  -5.64  -0.111
C  3.80  -1.12  -6.29  -0.110
C  0.57  1.43  3.29  -0.224
C  4.67  0.39  -1.45  -0.108
C  1.08  1.33  1.86  -0.250
C  6.71  -5.72  -1.21  -0.110
C  -7.08  -1.24  4.47  -0.154
C  -4.29  2.63  3.48  -0.520
C  -7.41  -2.45  3.92  -0.107
C  -0.37  2.68  0.53  -0.395
C  -4.71  1.77  2.32  0.013
C  4.13  0.78  -0.19  -0.102
C  8.10  -6.05  -1.25  -0.108
C  8.77  -5.04  -0.62  -0.139
C  -11.41  -1.27  5.32  -0.142
C  6.52  0.22  -10.56  -0.112
C  -12.27  -1.81  4.41  -0.113
C  -6.23  -3.23  3.88  -0.111
C  -3.24  4.76  3.66  -0.508
C  -12.12  -1.07  3.20  -0.114
C  -2.37  5.30  2.58  -0.264
C  1.47  2.28  4.21  -0.091
C  -11.17  -0.11  3.43  -0.146
C  4.22  -2.05  -5.37  -0.132
C  5.77  2.09  -9.56  -0.142
C  2.74  -0.71  -4.35  -0.154
C  4.68  -0.04  0.76  -0.140
C  5.54  -0.14  -9.67  -0.149
H  -4.84  2.34  1.40  0.084
H  -0.22  4.27  2.26  0.038
H  3.68  -2.31  -3.35  0.138
H  -2.97  5.94  1.93  0.088
H  0.97  3.19  4.55  0.063
H  2.14  -0.35  -3.54  0.107
H  0.56  0.40  3.69  0.108
H  6.13  -1.24  -1.89  0.106
H  -12.94  -2.64  4.57  0.089
H  9.82  -4.91  -0.43  0.107
H  -7.68  -0.37  4.68  0.089
H  4.54  -0.08  1.83  0.105
H  -10.06  0.34  5.17  0.132
H  0.65  0.46  1.35  0.121
H  -6.13  -4.24  3.50  0.089
H  -3.90  1.05  2.17  0.090
H  -5.62  1.22  2.58  0.086
H  -0.92  1.73  0.51  0.080
H  -0.47  1.77  3.33  0.084
H  4.14  -1.06  -7.31  0.060
H  5.14  -1.10  -9.41  0.097
H  6.05  -1.63  0.58  0.121
H  4.46  0.82  -2.41  0.089
H  -4.17  -2.69  4.55  0.104
H  2.16  1.16  1.90  0.097
H  2.36  2.60  3.66  0.072
H  -2.23  2.94  2.04  0.008
H  8.54  -6.92  -1.70  0.091
H  7.07  -0.46  -11.19  0.088
H  -5.22  -0.50  5.17  0.136
H  -1.63  5.93  3.08  0.082
H  -12.65  -1.22  2.27  0.088
H  5.90  -6.30  -1.62  0.090
H  5.73  -3.94  -0.31  0.094
H  4.91  -2.86  -5.45  0.108
H  8.08  -3.28  0.29  0.135
H  5.56  3.08  -9.21  0.104
H  4.38  1.04  -8.36  0.128
H  3.43  1.57  -0.01  0.085
H  7.35  2.24  -11.06  0.088
H  1.82  1.71  5.07  0.067
H  -0.27  3.02  -0.51  0.076
H  2.34  0.57  -6.07  0.087
H  -1.76  4.65  0.33  0.017
H  -11.21  -1.54  6.35  0.105
H  -10.77  0.65  2.79  0.103
H  -8.40  -2.73  3.59  0.091

**Net charge**: 0
**Energy relative to the best compared isomer or geometry (same formula, charge and spin)**: 3.07 kcal per mole
**HOMO**: -0.302 Ha
**F_max**: 1.3 eV Å⁻¹
**Spin multiplicity**: 1
**LUMO**: 0.350 eV
**Structure (SMILES)**: CCCOC[PH3]CC(=O)OC(C)=O.c1cc[nH]c1.c1cc[nH]c1.c1cc[nH]c1.c1cc[nH]c1.c1cc[nH]c1.c1cc[nH]c1
**E**: -2218.22745 hartree